No. 1
Molecular formula: C4H7N
Method: DFT, ωB97M-V/def2-TZVPD

```
! wB97M-V def2-TZVPD RIJCOSX def2/J DEFGRID3
* xyz 0 1
C -1.093 0.237 1.553
C -1.024 -0.041 0.261
C 0.234 -0.132 -0.494
C 0.324 0.152 -1.768
N 1.393 -0.321 0.215
H -1.986 0.102 2.172
H -0.313 0.614 2.118
H -1.914 -0.288 -0.269
H -0.527 0.354 -2.355
H 1.271 0.075 -2.355
H 2.208 0.142 -0.023
H 1.426 -0.894 0.946
*
```

## Properties
- SMILES: C=CC(=C)N
- HOMO level: -8.139 eV
- Relative energy (zero: lowest compared OMol25 entry of this formula, charge and spin): 1.503 eV
- LUMO level: 0.0431 Ha
- HOMO-LUMO gap: 9.3 eV

=====

No. 2
Molecular formula: C7H7N2
Method: DFT, ωB97M-V/def2-TZVPD

```
! wB97M-V def2-TZVPD RIJCOSX def2/J DEFGRID3
* xyz 1 1
C 3.188 -0.916 0.107
C 1.782 -0.768 0.105
C 0.137 -0.534 0.091
N -0.586 -1.630 0.009
C -1.902 -1.468 -0.051
C -2.443 -0.145 0.156
C -1.607 0.967 0.144
N -0.238 0.807 0.029
C 0.476 1.876 -0.166
H 3.694 -1.415 0.808
H 3.759 -0.518 -0.822
H -2.361 -2.432 -0.187
H -3.543 -0.218 0.086
H -1.938 1.923 0.186
H 0.168 2.790 0.074
H 1.413 1.682 -0.569
*
```

## Properties
- SMILES: C=C=c1nccc[n+]1=C
- HOMO level (spin up / spin down): -13.160 / -12.719 eV
- Relative energy (zero: lowest compared OMol25 entry of this formula, charge and spin): 5.067 eV
- LUMO level (spin up / spin down): -0.1935 / -0.2215 Ha
- HOMO-LUMO gap (spin up / spin down): 7.9 / 6.7 eV

=====

No. 3
Molecular formula: C45H112O34S7
Method: DFT, ωB97M-V/def2-TZVPD

```
! wB97M-V def2-TZVPD RIJCOSX def2/J DEFGRID3
* xyz 0 1
C -7.183 1.268 4.365
C -6.964 1.699 2.902
C -6.969 0.498 1.957
O -8.026 0.769 1.053
C -8.585 1.963 1.351
O -9.441 2.458 0.754
O -7.968 2.535 2.440
H -7.962 0.469 4.352
H -7.509 2.124 4.969
H -6.227 0.914 4.750
H -6.036 2.213 2.865
H -7.162 -0.405 2.508
H -6.015 0.355 1.424
C 3.381 -1.981 -4.463
O 3.916 -2.253 -3.183
C 5.303 -2.169 -3.186
C 5.925 -2.413 -1.812
O 6.216 -3.840 -1.623
C 7.355 -4.151 -0.813
H 3.798 -2.665 -5.155
H 3.642 -0.950 -4.732
H 2.337 -2.175 -4.278
H 5.679 -1.156 -3.448
H 5.791 -2.860 -3.884
H 5.300 -2.010 -0.974
H 6.808 -1.762 -1.640
H 8.172 -3.561 -1.133
H 7.576 -5.209 -0.914
H 7.125 -3.927 0.262
C 1.410 -0.907 -1.085
O 0.681 -1.509 -0.033
C 0.310 -0.565 0.950
C -0.777 -1.086 1.787
O -2.086 -1.195 1.144
C -2.741 -0.001 1.115
H 2.165 -1.611 -1.453
H 1.863 0.058 -0.796
H 0.766 -0.658 -1.989
H 0.056 0.443 0.471
H 1.154 -0.292 1.578
H -0.834 -0.462 2.630
H -0.538 -2.127 2.098
H -2.063 0.751 0.722
H -2.939 0.440 2.118
H -3.671 -0.049 0.546
C -0.506 2.674 -6.638
O -0.824 2.930 -5.272
C -0.657 1.729 -4.533
C -0.647 2.105 -3.123
O 0.568 2.845 -2.763
C 0.318 4.078 -2.180
H -0.532 3.613 -7.197
H -1.193 2.004 -7.102
H 0.556 2.347 -6.710
H 0.269 1.208 -4.799
H -1.534 1.000 -4.773
H -0.715 1.269 -2.446
H -1.527 2.711 -2.965
H 1.259 4.589 -1.926
H -0.422 3.916 -1.396
H -0.123 4.716 -2.945
C 6.467 -0.320 1.862
O 5.333 -0.193 2.756
C 4.170 -0.975 2.528
C 3.219 -0.617 3.683
O 2.789 0.821 3.393
C 2.015 1.352 4.391
H 6.978 -1.286 1.882
H 7.122 0.498 2.080
H 6.072 -0.191 0.830
H 4.376 -2.083 2.588
H 3.656 -0.655 1.586
H 3.787 -0.707 4.645
H 2.300 -1.264 3.774
H 1.945 2.418 4.139
H 2.529 1.354 5.323
H 0.987 0.937 4.365
C 5.179 2.880 4.043
O 4.307 3.749 3.345
C 4.437 3.461 1.944
C 3.422 4.334 1.148
O 2.040 3.954 1.377
C 1.651 2.710 0.884
H 4.892 1.826 3.989
H 5.149 3.279 5.039
H 6.208 2.927 3.635
H 4.260 2.416 1.751
H 5.460 3.748 1.587
H 3.723 4.356 0.060
H 3.535 5.357 1.491
H 0.525 2.615 1.002
H 2.072 1.821 1.453
H 1.789 2.695 -0.204
O -1.751 3.816 1.041
S -1.906 4.316 2.444
O -2.744 5.488 2.528
O -2.416 3.143 3.400
C -3.726 3.310 4.134
C -3.879 4.386 5.122
C -0.245 4.472 2.984
H -3.868 2.268 4.513
H -4.525 3.437 3.323
H -4.089 5.387 4.683
H -3.085 4.444 5.863
H -4.762 4.141 5.728
H 0.330 5.125 2.336
H 0.193 3.451 2.929
H -0.220 4.874 4.036
O 0.830 -3.814 -2.489
S 1.425 -5.058 -2.115
O 0.837 -5.948 -1.124
O 1.613 -6.026 -3.330
C 1.611 -5.532 -4.727
C 1.902 -6.660 -5.680
C 3.104 -4.750 -1.660
H 2.379 -4.771 -4.796
H 0.649 -5.075 -4.872
H 1.123 -7.410 -5.722
H 2.939 -7.062 -5.505
H 1.977 -6.268 -6.737
H 3.743 -4.391 -2.419
H 3.506 -5.683 -1.233
H 3.112 -4.173 -0.741
O -1.968 -6.829 1.416
S -2.232 -5.504 1.838
O -3.033 -5.380 2.968
O -0.813 -4.778 2.039
C 0.427 -5.507 2.128
C 1.573 -4.536 1.865
C -2.770 -4.375 0.532
H 0.398 -6.333 1.464
H 0.578 -5.771 3.189
H 1.422 -4.258 0.837
H 2.488 -5.084 2.082
H 1.363 -3.677 2.512
H -3.825 -4.569 0.307
H -2.035 -4.436 -0.261
H -2.621 -3.390 0.928
O -1.784 -3.440 -4.720
S -1.451 -2.156 -4.184
O -0.190 -1.553 -4.559
O -2.588 -1.200 -4.656
C -3.794 -1.638 -5.235
C -4.304 -0.753 -6.325
C -1.777 -2.101 -2.484
H -4.505 -1.901 -4.416
H -3.582 -2.552 -5.728
H -5.140 -1.280 -6.865
H -3.456 -0.486 -7.004
H -4.769 0.177 -6.008
H -0.986 -2.571 -1.961
H -2.670 -2.626 -2.330
H -1.844 -1.041 -2.185
O -4.565 1.377 -1.394
S -5.029 2.574 -0.778
O -5.072 2.632 0.674
O -4.034 3.647 -1.338
C -4.091 4.939 -0.566
C -2.883 5.784 -0.967
C -6.528 3.207 -1.499
H -4.025 4.771 0.500
H -5.061 5.376 -0.829
H -2.719 5.685 -2.048
H -2.037 5.366 -0.476
H -2.984 6.796 -0.638
H -6.439 3.312 -2.587
H -6.910 4.093 -1.022
H -7.245 2.353 -1.432
O 5.813 0.879 -2.636
S 4.659 1.414 -1.974
O 4.328 0.989 -0.641
O 4.862 3.011 -1.841
C 5.054 3.757 -3.048
C 5.532 5.116 -2.660
C 3.264 1.238 -3.019
H 4.078 3.907 -3.465
H 5.844 3.318 -3.682
H 6.418 4.987 -2.119
H 4.800 5.650 -2.142
H 5.741 5.689 -3.562
H 3.415 1.388 -4.129
H 2.507 1.911 -2.580
H 2.923 0.221 -2.825
O -0.187 -2.079 5.714
S -1.450 -2.670 6.019
O -2.155 -2.290 7.175
O -2.335 -2.356 4.775
C -3.717 -2.698 4.873
C -4.426 -2.237 3.672
C -1.409 -4.448 6.019
H -4.105 -2.218 5.812
H -3.758 -3.742 5.039
H -4.217 -2.874 2.742
H -4.119 -1.200 3.541
H -5.465 -2.188 3.966
H -0.632 -4.634 6.780
H -1.069 -4.750 5.021
H -2.457 -4.855 6.361
*
```

## Properties
- HOMO level: -9.332 eV
- LUMO level: 0.0134 Ha
- HOMO-LUMO gap: 9.7 eV

=====

No. 4
Molecular formula: C5H12O
Method: DFT, ωB97M-V/def2-TZVPD

```
! wB97M-V def2-TZVPD RIJCOSX def2/J DEFGRID3
* xyz 0 1
C 1.259 0.318 -1.180
C -0.098 0.249 -0.475
C -0.998 1.414 -0.891
C 0.076 0.100 1.049
C 0.127 -1.373 1.456
O -1.110 -2.031 1.256
H 1.964 -0.414 -0.768
H 1.705 1.313 -1.056
H 1.163 0.126 -2.253
H -0.607 -0.662 -0.833
H -0.492 2.380 -0.777
H -1.916 1.440 -0.294
H -1.286 1.313 -1.944
H 0.999 0.597 1.381
H -0.755 0.571 1.590
H 0.346 -1.471 2.523
H 0.934 -1.886 0.904
H -1.312 -1.986 0.312
*
```

## Properties
- SMILES: CC(C)CCO
- HOMO level: -10.243 eV
- Relative energy (zero: lowest compared OMol25 entry of this formula, charge and spin): 0.346 eV
- LUMO level: 0.0385 Ha
- HOMO-LUMO gap: 11.3 eV

=====

no.,F_max (eV/Å)
1,4.33
2,8.71
3,4.17
4,0.45